Here is a single C4H6N2O molecule from the Open Molecules 2025 dataset. Energies are from ωB97M-V/def2-TZVPD.

Computed properties:
charge = 0
energy above the lowest of the compared OMol25 structures with the same formula, charge and spin = 348.2 kJ/mol
multiplicity = 1
structure (SMILES) = NC1=C=CN[C@@H]1O
frontier orbital gap = 7.6 eV

The geometry in XYZ format:
```
13
C4H6N2O (ωB97M-V/def2-TZVPD)
N 1.4722 -1.2054 0.6502
C 0.3407 -0.7467 0.0193
C -0.5566 -1.4561 -0.7610
C -1.4357 -0.3994 -1.0912
N -1.1882 0.8231 -0.5647
C -0.1114 0.6650 0.3696
O 0.7954 1.7313 0.3206
H 2.3040 -0.6459 0.5004
H 1.6366 -2.1866 0.4686
H -2.2981 -0.4681 -1.7575
H -1.7479 1.6563 -0.6522
H -0.5442 0.5506 1.3773
H 1.3332 1.6819 1.1208
```

Charges per atom according to Löwdin partitioning, unit e:
1. N 0.11
2. C -0.35
3. C -0.06
4. C -0.13
5. N 0.06
6. C -0.36
7. O 0.02
8. H 0.10
9. H 0.09
10. H 0.11
11. H 0.15
12. H 0.17
13. H 0.10


Here is a molecular structure, C56H47N10OP2Zn from the Open Molecules 2025 dataset. Energies are from ωB97M-V/def2-TZVPD.

Computed properties:
charge = +1
energy above the lowest of the compared OMol25 structures with the same formula, charge and spin = 8.9 kJ/mol
multiplicity = 1
frontier orbital gap = 7.9 eV

The geometry in XYZ format:
```
117
C56H47N10OP2Zn (ωB97M-V/def2-TZVPD)
Zn -1.3287 -0.6724 0.1920
N -3.8090 -3.0192 0.6402
C -2.5368 -3.5387 0.6805
C -2.4528 -4.9129 0.9796
C -1.2305 -5.5212 1.0546
C -0.0840 -4.7553 0.8364
C -0.2520 -3.4282 0.5589
N -1.4453 -2.8026 0.4673
C -4.3664 -1.7902 0.2999
C -5.7394 -1.6613 0.5401
C -6.3668 -0.4831 0.2224
C -5.6120 0.5413 -0.3390
C -4.2698 0.3274 -0.5284
N -3.6273 -0.8194 -0.2242
H -4.5042 -3.6776 0.9575
H -3.3635 -5.4755 1.1356
H -1.1603 -6.5775 1.2748
H 0.9062 -5.1825 0.8830
H 0.6108 -2.7967 0.3959
H -6.2868 -2.4792 0.9891
H -7.4216 -0.3552 0.4221
H -6.0459 1.4971 -0.5894
H -3.6557 1.1246 -0.9138
C 2.6068 -1.1804 1.6959
N 3.0823 -0.6772 0.4128
C 2.7778 -1.5453 -0.7043
P 1.0961 -1.2189 -1.4586
C 1.5821 0.1184 -2.6069
C 1.4530 0.0152 -3.9882
C 1.8528 1.0624 -4.8079
C 2.3716 2.2239 -4.2557
C 2.4894 2.3414 -2.8765
C 2.0946 1.2971 -2.0553
C 0.9068 -2.6695 -2.5541
C 1.9818 -3.3310 -3.1481
C 1.7684 -4.4321 -3.9641
C 0.4779 -4.8818 -4.2065
C -0.6011 -4.2284 -3.6292
C -0.3834 -3.1351 -2.8042
C 4.3965 -0.1098 0.4505
C 5.4941 -0.7081 -0.1572
C 6.7415 -0.0988 -0.0973
C 6.9087 1.0974 0.5800
C 5.8150 1.6878 1.2005
C 4.5657 1.0959 1.1288
P 0.8664 -0.6197 2.0455
C 1.2444 1.0634 2.6313
C 0.9108 2.1195 1.7956
C 1.2827 3.4210 2.1022
C 1.9944 3.6710 3.2647
C 2.3296 2.6212 4.1138
C 1.9596 1.3242 3.7995
C 0.4777 -1.5235 3.5849
C 0.8578 -2.8498 3.7812
C 0.4555 -3.5450 4.9145
C -0.3353 -2.9247 5.8683
C -0.7242 -1.6035 5.6826
C -0.3253 -0.9118 4.5504
H 3.2414 -0.7878 2.4901
H 2.6836 -2.2757 1.7327
H 2.8503 -2.6129 -0.4445
H 3.4907 -1.3479 -1.5034
H 1.0686 -0.8953 -4.4315
H 1.7735 0.9609 -5.8827
H 2.6943 3.0332 -4.8975
H 2.9019 3.2416 -2.4400
H 2.2049 1.3880 -0.9799
H 2.9944 -2.9810 -2.9973
H 2.6115 -4.9341 -4.4186
H 0.3141 -5.7382 -4.8464
H -1.6092 -4.5729 -3.8168
H -1.2301 -2.6472 -2.3317
H 5.3930 -1.6544 -0.6719
H 7.5870 -0.5729 -0.5773
H 7.8814 1.5667 0.6251
H 5.9307 2.6259 1.7269
H 3.7071 1.5701 1.5877
H 0.3525 1.9041 0.8966
H 1.0097 4.2358 1.4447
H 2.2832 4.6821 3.5168
H 2.8797 2.8171 5.0242
H 2.2293 0.5136 4.4669
H 1.4706 -3.3631 3.0518
H 0.7695 -4.5711 5.0523
H -0.6398 -3.4621 6.7562
H -1.3351 -1.1076 6.4255
H -0.6368 0.1167 4.4148
N -0.7414 9.1960 -3.9048
C -0.8575 8.0791 -3.6691
C -0.9969 6.6771 -3.3746
C -1.3813 6.2683 -2.1002
C -1.5157 4.9219 -1.8147
C -1.2470 3.9872 -2.8066
C -0.8768 4.3838 -4.0821
C -0.7540 5.7317 -4.3666
N -1.3647 2.6009 -2.5018
C -1.7176 1.5753 -3.3539
C -1.7344 0.4506 -2.6022
N -1.3940 0.7670 -1.3000
C -1.1540 2.0571 -1.2901
H -1.5936 7.0074 -1.3401
H -1.8752 4.6110 -0.8419
H -0.6513 3.6523 -4.8445
H -0.4582 6.0536 -5.3553
H -1.9549 1.7340 -4.3886
H -1.9920 -0.5497 -2.9015
H -0.8976 2.6381 -0.4277
N -3.5040 -0.9055 3.4140
C -3.0089 0.0977 2.6398
O -1.9062 -0.1315 2.0393
C -3.7182 1.3059 2.5324
C -4.9997 1.4196 3.1242
N -6.0558 1.4234 3.5871
C -3.1640 2.3718 1.7920
N -2.7138 3.2469 1.1888
H -4.2366 -0.6950 4.0733
H -2.8371 -1.6146 3.6783
```

Here are the Löwdin charges for atoms 1 to 99, given in e:
1. Zn 0.59
2. N 0.14
3. C -0.27
4. C 0.01
5. C -0.03
6. C -0.05
7. C -0.18
8. N 0.08
9. C -0.29
10. C 0.00
11. C -0.03
12. C -0.04
13. C -0.12
14. N 0.10
15. H 0.14
16. H 0.12
17. H 0.12
18. H 0.12
19. H 0.02
20. H 0.12
21. H 0.12
22. H 0.12
23. H 0.09
24. C -0.29
25. N -0.19
26. C -0.33
27. P 1.07
28. C -0.36
29. C -0.09
30. C -0.08
31. C -0.08
32. C -0.07
33. C -0.10
34. C -0.39
35. C -0.08
36. C -0.06
37. C -0.07
38. C -0.07
39. C -0.12
40. C -0.25
41. C -0.03
42. C -0.07
43. C -0.09
44. C -0.07
45. C -0.02
46. P 1.08
47. C -0.38
48. C -0.11
49. C -0.06
50. C -0.07
51. C -0.06
52. C -0.09
53. C -0.35
54. C -0.10
55. C -0.07
56. C -0.08
57. C -0.08
58. C -0.12
59. H 0.10
60. H 0.08
61. H 0.10
62. H 0.08
63. H 0.10
64. H 0.11
65. H 0.11
66. H 0.11
67. H 0.09
68. H 0.11
69. H 0.11
70. H 0.11
71. H 0.11
72. H 0.08
73. H 0.11
74. H 0.11
75. H 0.10
76. H 0.11
77. H 0.09
78. H 0.06
79. H 0.11
80. H 0.11
81. H 0.11
82. H 0.12
83. H 0.08
84. H 0.11
85. H 0.11
86. H 0.11
87. H 0.11
88. N 0.17
89. C -0.17
90. C -0.22
91. C 0.00
92. C 0.01
93. C -0.17
94. C 0.00
95. C -0.01
96. N 0.03
97. C -0.01
98. C -0.14
99. N -0.03


Here is a molecular structure, C49H37CdN4OP2S2Se3Te from the Open Molecules 2025 dataset. Energies are from ωB97M-V/def2-TZVPD.

Computed properties:
charge = -1
multiplicity = 1
frontier orbital gap = 4.8 eV

The geometry in XYZ format:
```
100
C49H37CdN4OP2S2Se3Te (ωB97M-V/def2-TZVPD)
Cd -0.9029 1.2976 1.2635
O -3.1349 -2.8060 2.5312
S -2.4127 -2.0984 1.4793
C -1.3175 -3.3172 0.7039
C -1.4916 -4.6556 1.0048
C -0.7681 -5.6100 0.3117
C 0.1040 -5.2131 -0.6914
C 0.2978 -3.8707 -0.9597
C -0.3897 -2.8980 -0.2378
P 0.0737 -1.1185 -0.3846
C 0.1814 -1.0400 -2.2163
C -1.0230 -1.2132 -2.9011
C -1.0799 -1.0813 -4.2757
C 0.0713 -0.7738 -4.9854
C 1.2658 -0.5736 -4.3131
C 1.3187 -0.6877 -2.9351
C 1.7901 -1.3373 0.2594
C 2.8677 -1.8990 -0.4226
C 4.1054 -1.9958 0.1881
C 4.2821 -1.5601 1.4920
C 3.2054 -1.0555 2.1979
C 1.9745 -0.9389 1.5804
C -3.5857 -2.1640 0.0744
C -4.0368 -3.3288 -0.5118
C -5.0487 -3.2642 -1.4578
C -5.5980 -2.0415 -1.8156
C -5.1372 -0.8730 -1.2370
C -4.1385 -0.9342 -0.2687
P -3.4034 0.4852 0.6055
C -3.9238 1.8606 -0.4827
C -3.0746 2.0980 -1.5652
C -3.3047 3.1639 -2.4125
C -4.3822 4.0056 -2.1798
C -5.2200 3.7827 -1.1002
C -4.9910 2.7185 -0.2435
C -4.4923 0.6416 2.0561
C -5.8551 0.3524 1.9962
C -6.6556 0.5872 3.0987
C -6.1065 1.1029 4.2634
C -4.7490 1.3650 4.3354
C -3.9408 1.1306 3.2373
H -2.1890 -4.9120 1.7906
H -0.8880 -6.6577 0.5460
H 0.6565 -5.9560 -1.2492
H 1.0025 -3.5727 -1.7214
H -1.9218 -1.4564 -2.3452
H -2.0225 -1.2111 -4.7929
H 0.0305 -0.6647 -6.0589
H 2.1662 -0.3171 -4.8551
H 2.2462 -0.4919 -2.4211
H 2.7554 -2.2689 -1.4313
H 4.9366 -2.4118 -0.3646
H 5.2535 -1.6177 1.9586
H 3.3051 -0.7396 3.2254
H 1.1428 -0.5398 2.1366
H -3.6111 -4.2812 -0.2323
H -5.4163 -4.1712 -1.9134
H -6.3942 -2.0002 -2.5455
H -5.5601 0.0834 -1.5145
H -2.2160 1.4455 -1.7230
H -2.6331 3.3541 -3.2376
H -4.5559 4.8480 -2.8325
H -6.0457 4.4531 -0.9097
H -5.6235 2.5703 0.6223
H -6.2831 -0.0555 1.0893
H -7.7151 0.3735 3.0465
H -6.7419 1.2981 5.1155
H -4.3114 1.7588 5.2404
H -2.8765 1.3234 3.3162
Se -1.9674 3.6153 1.3535
Se -1.7731 4.3940 3.4338
Te 1.5607 5.5417 1.4057
Se -0.2244 4.5604 0.0626
S -0.0612 -1.5696 4.9298
C -0.4281 -0.4107 3.9213
N -0.6578 0.4461 3.1452
N 6.2009 2.0862 0.8277
C 7.4105 1.7304 0.2992
C 8.7072 1.8032 0.7745
C 9.7069 1.2974 -0.0356
C 9.4279 0.7462 -1.2858
C 8.1376 0.6719 -1.7684
C 7.1095 1.1605 -0.9662
N 5.7622 1.1830 -1.1708
C 5.2409 1.7368 -0.0950
C 3.8355 1.9068 0.1300
C 2.9434 1.6573 -0.9361
C 1.5967 1.7090 -0.7206
N 1.0453 1.9986 0.4789
C 1.8943 2.2980 1.4829
C 3.2678 2.2690 1.3544
H 6.0179 2.5837 1.6823
H 8.9277 2.2229 1.7445
H 10.7288 1.3216 0.3105
H 10.2427 0.3497 -1.8765
H 7.9199 0.2431 -2.7331
H 3.3662 1.4321 -1.9017
H 0.8913 1.5529 -1.5347
H 1.4425 2.5285 2.4430
H 3.8641 2.5091 2.2236
```

Here are the Löwdin charges for atoms 1 to 99, given in e:
1. Cd 1.07
2. O -0.47
3. S 0.87
4. C -0.37
5. C -0.09
6. C -0.07
7. C -0.07
8. C -0.07
9. C -0.34
10. P 1.07
11. C -0.38
12. C -0.10
13. C -0.08
14. C -0.09
15. C -0.07
16. C -0.11
17. C -0.35
18. C -0.10
19. C -0.08
20. C -0.08
21. C -0.07
22. C -0.12
23. C -0.35
24. C -0.05
25. C -0.07
26. C -0.07
27. C -0.08
28. C -0.37
29. P 0.93
30. C -0.46
31. C -0.15
32. C -0.08
33. C -0.08
34. C -0.08
35. C -0.10
36. C -0.36
37. C -0.10
38. C -0.09
39. C -0.08
40. C -0.06
41. C -0.11
42. H 0.11
43. H 0.10
44. H 0.10
45. H 0.10
46. H 0.10
47. H 0.10
48. H 0.10
49. H 0.11
50. H 0.08
51. H 0.09
52. H 0.10
53. H 0.10
54. H 0.11
55. H 0.03
56. H 0.11
57. H 0.10
58. H 0.10
59. H 0.11
60. H 0.09
61. H 0.11
62. H 0.10
63. H 0.10
64. H 0.10
65. H 0.10
66. H 0.10
67. H 0.10
68. H 0.11
69. H 0.03
70. Se -0.29
71. Se -0.20
72. Te 0.09
73. Se -0.29
74. S 0.56
75. C -1.05
76. N -0.10
77. N 0.18
78. C -0.20
79. C -0.03
80. C -0.11
81. C -0.11
82. C -0.02
83. C -0.24
84. N 0.18
85. C -0.27
86. C -0.14
87. C -0.01
88. C -0.21
89. N -0.19
90. C -0.29
91. C -0.05
92. H 0.16
93. H 0.10
94. H 0.09
95. H 0.09
96. H 0.10
97. H 0.11
98. H 0.10
99. H 0.09


The calculation returns the following maximum force values, one per record and in order: 0.5 0.3 1.6 eV Å⁻¹.
The calculation returns the following LUMO level values, one per record and in order: 0.0045 -0.0849 0.0625 hartree.
The calculation returns the following electronic energy values, one per record and in order: -9269.893 -142777.030 -307569.457 eV.